A structure of composition C3H6O4Tl in a non-equilibrium geometry. Source: the Open Molecules 2025 dataset; level of theory: the ωB97M-V functional and the def2-TZVPD basis.

spin multiplicity = 2
HOMO-LUMO gap (alpha / beta) = 5.75 / 9.62 eV
⟨S²⟩ = 0.753
LUMO level (alpha / beta) = -11.82 / -11.81 eV
charge = +2
HOMO (alpha / beta) = -17.570 / -21.429 eV
energy above the lowest of the compared OMol25 structures with the same formula, charge and spin = 1.969 eV
max |F| = 4.68 eV/Å

Structure (XYZ):
```
14
Properties=species:S:1:pos:R:3:forces:R:3:mulliken_charge:R:1
Tl 1.57883 0.47511 0.32976 -1.12 -0.57 0.47 1.48
O -0.47894 1.07535 0.24732 -0.27 -0.01 0.33 -0.28
O -2.14035 -0.47625 0.02531 1.77 0.23 0.24 -0.30
O 0.08778 -0.95121 0.12348 0.62 -0.13 0.44 -0.28
O 3.17455 1.14885 -0.17380 4.50 0.83 -0.98 -0.46
C -0.06499 -2.38190 -0.03663 -0.05 -2.11 -0.08 -0.46
C -1.00318 -0.17309 0.14134 -4.11 -0.03 -0.60 0.62
C -1.25920 2.19958 0.03989 -0.82 1.38 -0.15 -0.32
H -0.66310 -2.76628 0.79436 0.12 0.17 -0.15 0.32
H 0.94908 -2.78479 -0.00961 -0.23 0.00 -0.03 0.31
H -2.29677 2.02894 -0.23307 0.28 0.01 0.11 0.35
H -0.72054 3.12674 0.20556 -0.29 -0.25 -0.03 0.30
H 3.38040 2.05735 -0.45362 -0.51 0.30 0.25 0.40
H -0.54356 -2.57840 -1.00028 0.10 0.18 0.19 0.33
```
Positions in Å, forces in eV/Å.